[1]
Molecular formula: C47H107N5O9
Method: DFT, ωB97M-V with the def2-TZVPD basis set

XYZ file:
```
168
Properties=species:S:1:pos:R:3:forces:R:3:lowdin_charge:R:1
H 13.9206 16.1488 10.5481 -0.522 0.511 0.624 0.12
H 20.4621 18.3668 15.4558 -0.592 0.173 -0.209 0.12
C 13.6190 15.6193 14.7145 -1.118 -0.109 -0.864 -0.17
H 8.7473 14.8103 12.3488 -0.145 0.573 -0.018 0.06
H 19.8289 16.8691 14.9052 -0.235 -0.244 0.433 0.12
H 14.5638 15.9188 14.3265 0.926 0.444 -0.214 0.09
H 15.6966 21.3710 14.2253 -1.245 -0.307 -0.607 0.10
O 10.4833 20.9224 16.8846 0.796 0.903 0.125 -0.04
C 13.4033 15.9794 16.1577 0.054 1.335 0.361 -0.24
H 11.4290 16.0700 10.4640 -0.593 -0.026 -0.167 0.08
O 15.0095 10.9700 18.0854 -2.010 -0.091 -0.248 -0.08
H 16.0271 17.4919 20.8731 0.349 0.022 0.309 0.08
H 12.8920 10.1971 12.2394 0.093 0.713 -0.500 0.04
C 9.5127 11.4787 18.8344 -0.729 0.053 -0.155 -0.49
H 14.1199 13.1623 20.4699 -0.243 0.036 0.188 0.08
C 13.8618 10.1327 17.6185 0.505 0.335 -0.011 -0.42
H 11.9834 10.4323 16.6879 0.077 0.073 0.197 0.09
H 13.1917 11.5888 16.3668 0.148 1.518 -0.727 0.03
H 12.0971 8.5052 10.1557 0.145 0.117 -0.808 0.04
H 13.1234 13.6306 10.7762 0.529 -0.059 -0.406 0.10
H 14.7107 13.9858 8.1071 -0.716 -0.213 0.543 0.09
O 16.9072 17.1594 12.5861 0.412 -0.933 0.018 -0.09
C 13.3700 20.7374 15.7534 -0.258 0.050 0.954 -0.06
H 17.1583 17.6449 19.4889 -0.421 0.377 0.619 0.08
H 14.1443 21.9548 13.4809 0.179 0.226 -0.533 0.08
C 12.8014 9.2000 12.5994 0.341 -0.739 1.131 -0.05
C 10.4057 9.0870 11.8713 0.004 0.796 0.485 -0.05
H 9.4542 9.3797 18.5282 0.532 -0.031 0.209 0.09
H 9.5248 9.7176 20.2371 -0.602 0.330 0.651 0.06
O 13.9240 17.3968 12.1888 -0.267 0.470 -0.603 -0.09
H 17.5799 14.0227 19.5069 -0.722 0.167 0.397 0.09
H 16.1563 17.6584 15.5540 -0.279 -0.029 0.047 0.06
H 7.9743 13.4261 13.1219 -0.113 0.010 -0.028 0.08
H 14.1287 11.5607 11.3514 0.240 0.222 -0.990 0.09
C 15.4102 14.4406 19.3431 0.535 -1.309 -1.888 -0.45
H 14.8845 13.8594 10.5128 -0.093 0.052 0.310 0.08
C 11.7168 8.3579 11.9903 -0.277 -1.133 0.530 -0.51
H 14.5944 19.2865 14.8294 -0.551 0.333 -0.285 0.13
C 13.5196 14.1852 14.5027 -0.196 -1.784 -0.372 -0.21
C 19.6481 17.6470 15.6559 0.567 1.014 0.005 -0.18
H 7.3042 11.3484 18.6993 0.364 0.405 -0.033 0.08
H 18.5413 11.3989 15.7498 0.232 0.508 0.505 0.08
H 16.1103 14.0782 14.7593 -0.108 -0.142 -0.548 0.09
C 9.9691 19.1468 15.4427 0.111 -0.005 -0.944 -0.06
C 16.5864 13.1290 15.0039 -0.634 -0.565 0.210 -0.22
H 17.7998 11.9706 17.3326 0.628 -0.032 -0.987 0.07
H 15.0650 20.4904 12.7777 -0.254 0.818 0.170 0.08
C 12.7445 11.0704 17.1689 0.014 -2.245 0.016 -0.05
H 13.5108 17.0716 16.2523 -0.427 -0.076 -0.202 0.10
C 18.4648 12.2493 16.4589 -0.706 0.536 1.176 -0.08
C 13.7619 13.8651 8.6890 0.274 0.444 -0.171 -0.10
H 10.9869 18.7459 15.6039 -0.490 0.073 -0.024 0.07
H 15.8353 12.6154 15.6459 0.582 0.261 -0.190 0.11
C 13.9051 20.1122 14.5254 1.713 -0.840 -0.168 -0.51
O 15.3800 13.8963 17.9725 -0.341 -0.803 0.463 -0.11
H 17.3141 16.4168 15.0249 -0.216 -0.445 -0.614 0.05
H 13.5264 9.4502 18.3928 0.080 0.353 0.792 0.12
H 17.3153 14.1656 16.4751 0.765 -0.155 0.923 0.08
C 14.2954 9.1887 16.5149 0.098 -0.051 -0.648 -0.06
C 18.2214 18.2542 15.4769 1.391 0.000 -1.673 -0.24
H 17.3090 18.8061 20.8074 -0.062 -0.081 0.392 0.08
H 18.2456 18.4969 14.3973 -0.331 0.408 0.488 0.10
H 15.1168 17.6395 18.0432 0.349 -0.115 -0.070 0.06
H 10.5724 9.9925 11.2632 -0.289 -0.369 -0.158 0.07
H 8.6919 18.1999 17.6807 -0.296 -0.215 -0.547 0.07
C 16.7350 12.3039 13.8033 -0.294 1.808 1.659 -0.23
C 13.2392 16.9074 11.0217 1.360 0.313 -1.017 -0.47
N 13.4282 13.0405 14.3361 0.077 1.319 0.070 0.20
C 8.0803 11.9091 19.2525 0.040 -0.812 -0.770 -0.06
H 18.3022 17.8700 10.4340 -0.905 -0.381 0.088 0.10
H 19.4211 12.5463 16.9246 -0.202 -0.495 -0.451 0.08
C 17.1450 17.2413 15.6871 0.592 -0.391 1.202 -0.11
H 7.9284 11.6246 20.2979 0.127 0.500 0.034 0.08
H 10.2667 21.3782 17.7029 -0.006 0.025 0.044 0.10
H 15.2126 11.5104 9.9418 -0.293 0.090 -0.111 0.12
O 12.1064 7.7635 10.7601 0.029 0.383 0.062 -0.04
H 16.5359 17.9265 10.1667 -0.541 0.289 -0.096 0.05
H 10.5863 12.2305 13.7054 0.231 -0.248 0.872 0.10
N 20.0102 16.7487 18.0784 0.141 0.724 -1.064 0.14
H 15.1952 12.9192 17.9751 0.127 0.955 0.338 0.06
H 9.9341 13.2917 19.3413 0.577 -0.616 0.163 0.08
H 9.6470 11.5195 17.7150 -0.294 -0.022 1.068 0.09
C 17.8246 13.4762 15.7999 -0.630 -0.150 0.367 -0.27
H 10.0125 19.8011 14.5496 -0.075 -0.404 0.308 0.08
H 14.0824 18.3425 9.6714 0.150 0.105 -0.177 0.07
C 14.2199 11.8404 10.2672 -0.750 -0.231 0.589 -0.17
H 11.6147 7.4905 12.6488 -0.263 0.021 0.075 0.14
H 12.0691 14.4083 16.5301 -0.561 -0.418 -0.343 0.06
C 13.1307 11.1227 9.5378 1.697 1.051 1.130 -0.23
H 16.3180 15.6467 11.3037 0.079 -0.031 -0.127 0.11
H 12.5986 17.6557 9.0580 -0.408 -0.519 -0.759 0.06
O 14.7754 19.7337 20.6060 -0.226 0.476 0.529 -0.04
C 17.1886 16.2952 11.4522 0.365 0.930 0.168 -0.44
H 12.0355 15.3179 11.9088 0.225 0.199 0.076 0.06
H 16.4818 12.8168 20.1688 -0.067 -0.903 0.308 0.06
H 15.8292 10.5071 17.9797 0.567 -0.642 -0.129 0.06
C 9.3975 19.0090 17.7956 0.556 -0.295 2.144 -0.07
H 19.2268 16.1003 12.0536 0.490 0.253 0.194 0.07
H 13.0781 13.2424 8.1128 0.106 -0.253 0.094 0.06
H 15.3719 20.0427 21.3113 -0.334 -0.188 -0.517 0.10
H 15.5835 15.4706 19.1048 -0.142 0.831 0.335 0.09
H 14.1504 21.3461 16.1747 0.448 0.263 0.445 0.08
H 11.9007 15.6360 17.6826 -0.154 0.508 1.051 0.05
H 15.9520 17.2554 12.5894 -0.481 0.273 0.036 0.04
C 16.5794 18.2107 20.2649 0.316 -0.531 -1.401 -0.05
C 8.9256 13.9077 12.9042 0.446 -0.676 -0.129 -0.10
N 16.7397 11.8482 12.7676 0.202 -1.328 -2.068 0.16
H 13.8445 18.8038 18.2673 -0.607 1.009 -0.575 0.05
H 10.4014 18.5488 17.9016 -0.482 0.126 0.392 0.09
C 9.0826 11.8579 15.1560 -1.162 -1.324 0.641 -0.22
H 13.4799 8.4595 16.2762 0.822 0.405 0.406 0.10
H 12.5461 18.8899 10.2609 -0.394 0.296 0.457 0.07
H 15.2249 8.7005 16.8347 -0.359 -0.414 -0.083 0.08
H 9.4765 13.2329 12.2179 -0.253 0.300 0.276 0.08
C 10.2155 12.6886 14.6435 -0.708 -0.593 0.060 -0.19
H 14.5450 9.6885 15.5716 -0.130 0.232 0.125 0.07
C 14.6269 18.2863 18.7561 -0.429 -0.871 0.817 -0.06
H 8.5642 20.4056 16.4539 -0.449 0.262 -0.322 0.13
C 9.5274 19.9472 16.6365 -0.949 -0.855 0.085 -0.55
C 19.9391 17.2014 17.0131 -0.658 -1.445 1.177 -0.24
C 14.1203 14.1799 20.0858 -0.010 1.404 0.842 -0.04
C 13.0816 18.0146 9.9336 1.001 -0.364 1.295 -0.03
H 13.1264 19.9460 16.4980 -0.374 0.848 -0.503 0.08
H 14.2342 15.6422 16.7415 0.375 -0.808 0.478 0.08
C 14.7503 21.0734 13.6680 0.676 -0.956 0.651 -0.04
C 9.8850 10.0543 19.2841 0.413 0.402 -0.788 -0.05
H 14.0438 14.9529 20.8950 0.286 -0.975 -0.074 0.09
C 15.5368 19.0964 19.6013 1.565 0.860 -0.429 -0.53
H 17.3035 16.8373 16.6937 -0.639 0.002 0.144 0.07
H 18.7544 14.8781 10.8640 -0.195 0.031 0.536 0.09
N 8.2727 11.1638 15.6395 1.653 1.627 -1.172 0.15
C 13.9888 13.3715 10.1300 -0.137 -0.374 -0.296 -0.25
H 13.7093 8.6405 12.5382 0.996 -0.118 -0.842 0.08
H 10.9529 12.6176 15.4753 -0.158 0.478 -0.866 0.09
H 9.1658 14.5292 14.9947 -0.137 0.418 0.027 0.10
C 11.9465 16.2787 11.3888 -1.061 -0.018 0.792 -0.07
H 10.1697 9.4743 12.8766 -0.312 -0.243 -0.255 0.08
H 14.1241 17.7072 19.5142 -0.464 -0.932 0.003 0.09
N 12.2109 10.7179 9.0016 -0.985 -0.728 -0.596 0.17
H 11.2842 16.0255 16.0507 0.152 -0.817 0.483 0.08
C 12.0542 15.4814 16.6458 0.374 0.645 -1.028 -0.06
H 13.2020 14.3933 19.5437 0.151 -0.339 -0.620 0.06
O 12.8547 19.4765 13.7960 0.369 -0.111 -0.379 -0.07
H 10.9831 9.9705 19.3896 -0.430 -0.088 -0.599 0.07
H 9.5877 8.4678 11.4798 0.299 0.267 0.099 0.09
H 13.4597 18.2242 12.4459 0.336 -0.399 0.289 0.07
H 18.5252 14.1072 15.2695 0.272 -0.164 -0.569 0.10
H 12.2350 11.5991 17.9531 0.225 0.697 0.284 0.06
H 9.0792 19.4656 18.7883 0.643 -0.110 -1.203 0.10
H 11.3484 16.9657 12.0488 0.341 -0.537 -0.735 0.11
H 9.2549 18.3193 15.2554 0.457 0.445 0.006 0.09
H 13.2639 14.8424 8.7156 0.282 -0.010 0.001 0.05
O 10.3870 12.4296 19.4330 0.188 0.659 0.079 -0.09
H 7.9526 13.0021 19.0720 -0.116 -0.765 0.223 0.08
H 12.2007 20.1577 13.6443 -0.460 0.165 -0.135 0.09
H 16.6674 14.3516 21.0725 0.305 -0.507 -0.630 0.09
H 17.5703 16.7159 9.3597 -0.260 -0.128 -0.438 0.07
C 9.7330 14.0881 14.1848 1.531 -0.140 0.053 -0.25
H 12.5476 21.4400 15.5410 -0.013 -0.561 0.205 0.09
H 18.1883 14.7721 12.5974 0.182 -0.253 -0.082 0.06
H 16.0367 19.8555 18.9656 -0.012 -0.075 0.305 0.14
H 10.6798 14.6910 14.0122 -1.193 -0.507 0.149 0.09
H 12.8720 16.0821 14.0271 0.417 -0.157 0.596 0.11
H 12.7720 9.2407 13.6873 -0.867 0.343 0.246 0.07
C 18.4368 15.4286 11.7672 -1.231 0.631 -0.722 -0.03
C 16.6291 13.8682 20.0658 0.060 1.350 0.254 -0.05
C 17.3691 17.2633 10.2720 1.887 -0.671 0.363 -0.05
H 18.0811 19.1529 16.0646 0.105 0.164 0.157 0.11
```
Forces are in eV/Å.

M: 886.40 g mol⁻¹
relative energy (zero: lowest compared OMol25 entry of this formula, charge and spin): 0.0 kJ/mol
E_LUMO: 0.2 eV
E: -76350.196 eV
HOMO-LUMO gap: 10.008 eV


[2]
Molecular formula: C3F8IN
Method: DFT, ωB97M-V with the def2-TZVPD basis set

XYZ file:
```
13
Properties=species:S:1:pos:R:3:forces:R:3:lowdin_charge:R:1
C 0.2294 0.1828 -1.6650 2.483 -2.614 2.222 -0.78
C 1.5079 0.7439 0.3561 -1.412 -1.251 0.533 -0.70
F -1.0168 0.1444 -2.0839 -1.180 0.767 -0.282 0.11
F -1.4167 -0.8458 3.0665 -0.234 0.336 -1.826 0.06
C -1.8636 -0.7227 1.8028 0.212 1.307 2.235 -0.81
F 2.4926 1.3367 -0.2952 1.006 0.198 0.678 0.17
I -1.8360 0.9846 0.8388 0.346 -0.974 0.399 1.58
F 1.9329 -0.4988 0.8282 0.482 1.066 -0.260 0.07
F 1.0065 0.7273 -2.5656 0.391 1.341 -1.363 0.17
F 0.6318 -1.1571 -1.6983 -0.190 -0.371 -0.286 0.06
F -2.5384 -1.7528 1.4888 -0.238 -0.747 -0.699 0.13
N 0.3842 0.6348 -0.3806 -2.609 1.193 -0.239 -0.06
F 1.1783 1.4314 1.5385 0.944 -0.252 -1.112 0.01
```
Forces are in eV/Å.

M: 328.93 g mol⁻¹
E_LUMO (alpha / beta): -2.7 / -2.0 eV
E: -34437.962 eV
HOMO-LUMO gap (alpha / beta): 6.870 / 7.737 eV


[3]
Molecular formula: C2H9N2S2
Method: DFT, ωB97M-V with the def2-TZVPD basis set

XYZ file:
```
15
Properties=species:S:1:pos:R:3:forces:R:3:lowdin_charge:R:1
H 1.5914 -3.0013 -0.5383 0.073 -0.056 0.048 0.10
C 0.6789 -2.9524 -1.1242 -0.063 0.044 0.140 -0.01
S -0.3797 2.2662 0.3737 0.100 -0.303 0.094 0.28
N -0.4629 -2.6222 -0.2618 0.183 -0.086 0.146 0.03
N -1.8806 -1.0667 0.7194 0.251 0.233 0.388 0.19
H -0.8492 -3.3604 0.3121 -0.088 -0.106 -0.191 0.17
H 1.6150 1.9530 -1.2256 0.103 0.146 0.000 -0.18
H 0.4921 -3.9091 -1.5980 -0.012 -0.033 -0.069 0.10
S 1.4812 1.3767 -0.0253 -0.258 -0.075 -0.036 0.28
H -2.3275 -1.7006 1.3660 -0.083 -0.135 -0.183 0.14
H -1.9737 -0.0799 0.9259 -0.080 0.018 -0.125 0.08
H -0.3277 -0.5818 -0.4954 0.033 -0.031 -0.344 0.07
H -0.1080 2.4656 1.6724 0.010 0.182 -0.045 -0.18
C -0.8672 -1.4066 -0.0482 -0.176 0.158 0.278 -0.17
H 0.7765 -2.1847 -1.8823 0.008 0.045 -0.102 0.10
```
Forces are in eV/Å.

M: 125.24 g mol⁻¹
relative energy (zero: lowest compared OMol25 entry of this formula, charge and spin): 25.9 kJ/mol
E_LUMO: -3.3 eV
E: -26864.480 eV
HOMO-LUMO gap: 9.248 eV
charge: +1


Q: M of number 1 (C47H107N5O9)?
A: 886.40 g mol⁻¹